# C39H83N3O13P

11 unconnected molecules or ions with the total composition C39H83N3O13P at a distorted geometry (ωB97M-V/def2-TZVPD, OMol25).

Computed properties:
Net charge: +1
LUMO (eV): -2.086
Maximum force (Eh/bohr): 0.0374
Frontier orbital gap (eV): 8.587
Calculated total energy (eV): -82158.799
HOMO (eV): -10.67

Positions of all 139 atoms, in Å:
1 C 3.06910 -2.42495 1.78367
2 C 2.25100 -1.34465 1.04963
3 O 1.42272 -1.91935 0.03273
4 C 3.15372 -0.28692 0.43750
5 O 2.48485 0.86481 -0.08988
6 N 1.64040 1.43969 0.84231
7 C 1.95828 2.84835 1.14893
8 C 2.80068 2.87014 2.43305
9 C 1.93672 2.36894 3.61176
10 O 0.69165 3.03431 3.66412
11 C 0.31844 1.22932 0.51068
12 N -0.05875 0.90755 -0.77069
13 N -0.57598 1.31419 1.46578
14 P -2.32148 1.09616 1.17867
15 C -3.22921 2.59949 1.76282
16 C -2.70452 -0.33894 2.27877
17 H 3.06483 -2.24213 2.86087
18 H 4.10414 -2.39252 1.43761
19 H 2.61875 -3.40236 1.62033
20 H 1.55967 -0.90472 1.78138
21 H 0.55967 -2.11251 0.41151
22 H 3.95305 0.01382 1.12185
23 H 3.63931 -0.74739 -0.42853
24 H 1.05650 3.45040 1.25366
25 H 2.56358 3.26016 0.33450
26 H 3.22519 3.85505 2.63625
27 H 3.62499 2.15337 2.34405
28 H 2.48671 2.56901 4.54063
29 H 1.81674 1.28373 3.54135
30 H 0.78500 3.90822 3.26461
31 H 0.68207 1.14414 -1.41885
32 H -0.30851 -0.07315 -0.83421
33 H -0.23103 1.53431 2.40152
34 H -4.01565 2.30022 2.46226
35 H -2.59831 3.39497 2.16160
36 H -3.74369 3.00526 0.88845
37 H -2.29960 -0.15297 3.28318
38 H -3.77044 -0.54532 2.33232
39 H -2.14192 -1.19418 1.89475
40 C -1.65444 -6.31462 1.54473
41 C -1.30322 -5.08689 0.75162
42 O -1.33035 -3.98035 1.25485
43 C -0.92012 -5.29101 -0.68716
44 H -1.91153 -6.02916 2.56331
45 H -2.50728 -6.81454 1.08400
46 H -0.80290 -6.99628 1.57130
47 H -1.75012 -5.75026 -1.22535
48 H -0.03848 -5.93086 -0.75147
49 H -0.69017 -4.32856 -1.14256
50 C -1.61603 6.15880 0.74503
51 C -0.33079 6.29127 1.50699
52 O 0.23428 5.31564 1.97341
53 C 0.23272 7.67046 1.66881
54 H -1.90471 5.11116 0.70047
55 H -2.40491 6.71926 1.24705
56 H -1.48468 6.53303 -0.27179
57 H -0.47767 8.30138 2.20549
58 H 0.44218 8.10098 0.68837
59 H 1.16043 7.62097 2.23487
60 C -6.38015 5.89556 3.07699
61 C -4.96041 6.26338 3.41662
62 O -4.23189 6.79229 2.60462
63 C -4.48183 5.94511 4.81030
64 H -6.59183 6.17876 2.04839
65 H -6.52366 4.81869 3.18252
66 H -7.07038 6.42162 3.73786
67 H -4.54635 4.87097 4.99067
68 H -5.09257 6.47304 5.54372
69 H -3.44623 6.26085 4.92023
70 C 7.96538 -0.73777 2.37277
71 C 7.19072 -1.77019 1.59556
72 O 6.40516 -2.51441 2.14216
73 C 7.43594 -1.83993 0.10966
74 H 7.69459 -0.79735 3.42483
75 H 9.03599 -0.92140 2.27205
76 H 7.73243 0.26200 2.00188
77 H 8.48453 -2.06878 -0.08466
78 H 7.18086 -0.88649 -0.35672
79 H 6.81758 -2.62354 -0.32425
80 C 3.73703 6.69952 -1.53587
81 C 2.72856 7.78379 -1.83054
82 O 2.24898 8.45176 -0.93960
83 C 2.35204 7.98907 -3.27217
84 H 3.91934 6.65573 -0.46318
85 H 3.35443 5.73441 -1.87314
86 H 4.67649 6.91499 -2.04625
87 H 1.91345 7.08508 -3.67445
88 H 3.23448 8.25667 -3.85425
89 H 1.62435 8.79634 -3.34028
90 C 0.08449 5.79951 -7.33172
91 C 1.16736 6.65927 -6.73215
92 O 1.66179 6.39753 -5.65672
93 C 1.60955 7.86014 -7.52716
94 H -0.13715 4.97365 -6.65910
95 H -0.82140 6.38912 -7.47989
96 H 0.41605 5.39714 -8.28990
97 H 0.76677 8.53511 -7.68284
98 H 2.00397 7.54326 -8.49360
99 H 2.38976 8.38870 -6.98359
100 C -4.70741 -8.47246 -2.77945
101 C -4.47475 -7.88328 -1.41487
102 O -3.54424 -7.13501 -1.19560
103 C -5.44717 -8.26026 -0.32589
104 H -3.94258 -8.12294 -3.46566
105 H -4.66362 -9.56111 -2.72847
106 H -5.68383 -8.16561 -3.15630
107 H -5.43409 -9.34009 -0.17244
108 H -6.45442 -7.94520 -0.60123
109 H -5.16497 -7.76800 0.60309
110 C -3.50910 -11.27143 -6.78914
111 C -3.22642 -9.88527 -6.26820
112 O -4.06503 -9.25309 -5.66633
113 C -1.85283 -9.32035 -6.52996
114 H -4.52801 -11.55366 -6.53341
115 H -3.39751 -11.29241 -7.87413
116 H -2.81926 -11.98738 -6.33966
117 H -1.67242 -9.26023 -7.60417
118 H -1.09420 -9.95513 -6.06954
119 H -1.78456 -8.32156 -6.10384
120 C -8.47727 0.22387 2.05773
121 C -8.03580 1.51545 1.41620
122 O -8.17379 2.57863 1.97526
123 C -7.41359 1.42381 0.04336
124 H -8.90458 0.43340 3.03567
125 H -9.23229 -0.26216 1.43817
126 H -7.62326 -0.44468 2.17987
127 H -8.12372 0.98955 -0.66137
128 H -6.51409 0.80604 0.08264
129 H -7.14411 2.42120 -0.29870
130 C 8.09718 -4.65982 4.16643
131 C 9.11691 -5.53506 3.48339
132 O 10.28597 -5.22849 3.44061
133 C 8.61353 -6.80983 2.85223
134 H 8.59240 -3.78072 4.57439
135 H 7.34354 -4.33939 3.44614
136 H 7.61979 -5.20632 4.98152
137 H 7.87593 -6.57889 2.08179
138 H 8.15826 -7.44792 3.61115
139 H 9.44635 -7.34143 2.39703

Cartesian forces, eV/Å:
0.1 0.6 -0.1
-0.7 -0.4 0.8
0.1 0.5 -0.5
0.1 -0.7 0.0
0.3 0.2 -0.5
-1.2 0.7 -0.3
1.6 0.2 0.6
-0.6 -0.7 0.3
1.2 0.9 0.2
-0.4 -0.7 -0.1
-0.2 -0.6 -0.6
0.7 0.0 1.0
-0.7 0.2 0.8
-0.7 -0.6 -1.7
0.2 -0.3 0.2
1.3 0.9 0.8
0.1 0.1 -0.1
0.0 -0.4 0.1
0.1 0.0 -0.1
0.3 0.3 0.0
0.0 -0.4 0.1
-0.2 0.0 0.2
-0.1 0.2 0.0
0.0 -0.2 -0.1
-0.3 -0.2 -0.2
-0.2 0.0 -0.1
0.1 0.3 -0.2
0.0 -0.2 -0.1
-0.4 0.1 0.0
-0.2 0.2 0.0
0.1 -0.4 0.0
-0.5 0.1 -0.4
0.2 0.2 0.0
0.3 0.1 0.2
0.0 -0.2 0.3
0.2 -0.1 0.0
-0.4 -0.1 0.0
0.0 0.1 -0.2
-0.3 0.0 -0.2
-0.1 0.2 0.3
0.0 0.0 0.0
0.1 0.2 0.0
0.0 0.4 -0.1
0.0 0.0 0.0
0.1 -0.1 -0.1
-0.1 -0.1 -0.1
0.1 -0.2 0.0
-0.1 -0.1 0.0
0.0 0.0 0.0
0.1 -0.3 0.0
0.0 0.2 0.0
0.0 -0.1 0.0
0.2 -0.2 0.2
0.0 0.0 0.0
0.0 0.1 -0.1
-0.1 0.2 0.1
-0.1 0.0 -0.2
-0.1 0.1 0.0
0.0 0.0 0.0
0.1 0.1 -0.2
0.0 0.1 -0.1
0.0 -0.1 0.0
0.3 0.1 -0.1
0.0 0.0 0.0
-0.1 0.0 0.1
0.0 -0.2 0.1
-0.1 0.0 0.1
-0.1 -0.1 0.0
0.0 0.0 0.0
-0.1 -0.1 0.2
0.0 -0.1 0.1
0.0 0.1 -0.1
-0.2 -0.2 0.0
0.0 0.0 0.0
0.0 0.1 -0.1
0.2 0.0 -0.1
0.0 0.2 0.0
0.2 0.0 0.0
0.0 0.0 0.0
0.0 0.0 0.3
0.0 0.2 0.0
0.0 -0.1 0.0
-0.1 0.4 0.5
0.0 0.0 0.0
0.1 0.0 -0.2
0.0 -0.1 -0.1
0.2 -0.1 -0.1
0.0 -0.2 -0.1
0.0 0.0 0.0
0.0 -0.1 0.2
0.0 0.0 0.1
-0.1 -0.1 -0.3
0.2 0.0 0.2
0.0 0.0 0.0
0.0 0.0 -0.2
-0.1 0.1 -0.1
0.0 -0.1 -0.2
-0.1 0.1 -0.1
0.0 0.0 0.0
0.3 0.2 0.1
0.0 0.0 -0.1
-0.1 0.0 0.1
0.2 0.2 0.2
0.0 0.0 0.0
-0.2 0.0 0.0
-0.1 -0.2 0.0
-0.1 0.0 -0.1
0.0 -0.2 0.0
0.0 0.0 0.0
-0.2 0.0 0.1
-0.1 0.0 0.0
0.1 0.0 -0.1
-0.1 0.2 0.1
0.0 0.0 0.0
0.1 -0.1 0.0
0.1 0.0 -0.1
0.1 -0.1 0.0
0.0 -0.1 -0.2
0.0 0.0 0.0
-0.1 0.2 0.2
0.0 0.1 0.0
0.1 0.0 0.0
0.0 0.3 0.1
0.0 0.0 0.0
0.1 -0.1 0.0
-0.1 -0.1 -0.1
0.1 -0.2 0.0
-0.1 -0.1 -0.1
0.0 0.0 0.0
0.2 0.1 0.0
0.1 0.0 0.0
0.0 0.0 0.0
0.2 0.0 -0.1
0.0 0.0 0.0
-0.1 -0.1 0.1
-0.1 0.0 -0.1
-0.1 0.0 0.1
-0.1 0.0 -0.1
0.0 0.0 0.0

Atom charges from the Löwdin analysis, given in e for atoms 1 to 8: C -0.01; C -0.40; O -0.04; C -0.11; O -0.07; N -0.06; C -0.11; C -0.13

# C5H11NO

A molecular structure, C5H11NO at a distorted geometry (ωB97M-V/def2-TZVPD, OMol25).

Computed properties:
ΔE to the lowest compared entry with this formula, charge and spin (kcal per mole): 90.6
Net charge: 0
LUMO (eV): 0.689
Maximum force (Eh/bohr): 0.0940
Frontier orbital gap (eV): 9.465
Calculated total energy (eV): -8897.768
HOMO (eV): -8.78

Positions of all 18 atoms, in Å:
1 C -0.27760 -0.60899 0.06845
2 C -1.44211 0.18378 -0.44067
3 C 0.05861 -1.83596 -0.76695
4 C 0.94408 1.35552 1.20268
5 C 0.75276 0.59587 -0.10583
6 O -2.36761 0.67448 0.43900
7 N 1.75095 0.58471 -0.94410
8 H -1.93255 0.96804 1.24929
9 H -0.40632 -0.86325 1.12341
10 H 1.93013 -0.31913 -1.37415
11 H -1.94280 -0.18032 -1.33342
12 H -0.51513 1.20037 -0.75948
13 H -0.71493 -2.59604 -0.65890
14 H 0.12477 -1.58537 -1.82533
15 H 1.02078 -2.24777 -0.46196
16 H 1.87179 1.03329 1.67453
17 H 1.00314 2.42136 0.98405
18 H 0.14203 1.21942 1.92937

Cartesian forces, eV/Å:
1.2 0.2 -0.2
2.1 2.8 -0.8
-0.1 0.2 0.2
-0.8 1.3 -0.7
2.7 -3.9 1.0
-0.5 -0.1 0.5
-0.6 0.6 1.3
-0.1 -0.1 -0.2
0.1 -0.1 0.0
-0.7 0.1 -0.5
0.1 0.1 -0.1
-3.4 -1.0 -0.4
0.0 -0.1 0.0
0.0 0.1 -0.1
-0.1 -0.1 0.0
-0.1 -0.1 -0.3
0.3 0.1 0.2
-0.1 -0.1 -0.1

Atom charges from the Löwdin analysis, given in e for atoms 1 to 8: C -0.32; C -0.23; C -0.07; C -0.04; C -0.48; O -0.01; N 0.10; H 0.09

# C24H22IrN5O5Se

A molecular structure, C24H22IrN5O5Se at a distorted geometry (ωB97M-V/def2-TZVPD, OMol25).

Computed properties:
ΔE to the lowest compared entry with this formula, charge and spin (kcal per mole): 53.7
Net charge: +1
2S+1: 2
LUMO (alpha / beta) (eV): -5.118 / -5.810
Maximum force (Eh/bohr): 0.0565
Frontier orbital gap (alpha / beta) (eV): 5.923 / 5.180
Calculated total energy (eV): -111108.427
Expectation value of S²: 0.846
HOMO (alpha / beta) (eV): -11.04 / -10.99

Positions of all 58 atoms, in Å:
1 Ir -0.42178 0.38286 -0.45595
2 O 1.80087 -2.44294 -3.00487
3 C 1.31242 -1.55232 -2.18498
4 O 0.11814 -1.30410 -2.09996
5 C 2.30721 -0.86016 -1.34585
6 C 3.64574 -0.88231 -1.64462
7 C 4.52188 -0.23262 -0.77107
8 C 4.01238 0.34149 0.36041
9 C 2.62031 0.30191 0.61348
10 N 1.78168 -0.23688 -0.26730
11 C 0.98480 1.39951 2.18870
12 O 1.23201 2.75756 1.94085
13 O -0.07649 0.96256 1.54857
14 H 1.11597 -2.81429 -3.58453
15 H 3.99306 -1.40352 -2.52287
16 H 5.58241 -0.19887 -0.97692
17 H 4.63652 0.81492 1.10312
18 H 1.86141 3.08004 2.59726
19 N -10.36510 0.51844 0.06718
20 C -9.21880 0.44318 0.05622
21 C -7.79409 0.34911 0.01987
22 C -7.18533 -0.90467 -0.06427
23 C -5.81282 -1.00308 -0.16158
24 C -5.02995 0.15752 -0.18006
25 C -5.64605 1.41238 -0.05938
26 C -7.01673 1.50912 0.03994
27 C -3.62090 0.10851 -0.33326
28 C -2.40959 0.13822 -0.45715
29 H -7.80470 -1.79049 -0.06376
30 H -5.33457 -1.96958 -0.23507
31 H -5.02564 2.29789 -0.05635
32 H -7.49903 2.47333 0.11947
33 C -1.42819 3.58970 0.52162
34 C -0.23247 3.48573 -0.34858
35 N 0.18807 2.41354 -0.99889
36 C 1.29100 2.76928 -1.74170
37 C 1.53816 4.08446 -1.53720
38 N 0.56829 4.51658 -0.66056
39 H -1.85914 2.60174 0.66556
40 H -2.16464 4.24719 0.05741
41 H -1.15479 3.99611 1.49441
42 H 1.79911 2.06886 -2.38101
43 H 2.29597 4.73451 -1.93282
44 H 0.46785 5.45409 -0.30959
45 Se -1.69559 0.93307 -3.36550
46 C -0.32823 0.25256 -4.30333
47 N 0.56235 -0.18323 -4.90172
48 C 0.09198 2.22370 4.40556
49 C 0.82960 1.07744 3.71684
50 C 2.15422 0.79255 4.41793
51 O 2.27055 0.74038 1.79465
52 H -0.27692 1.89043 5.37438
53 H -0.75964 2.55129 3.81096
54 H 0.75866 3.07062 4.57636
55 H 0.20374 0.18447 3.73402
56 H 2.82770 1.64912 4.34330
57 H 2.65219 -0.07710 3.99890
58 H 1.95781 0.60173 5.47247

Cartesian forces, eV/Å:
2.7 0.4 1.1
0.2 -0.1 -0.1
-0.1 0.2 -0.1
-0.9 0.3 0.5
0.6 0.0 -0.2
-0.3 -0.3 -0.1
0.0 0.2 0.3
0.1 -0.2 -0.1
0.4 -0.2 -0.1
-0.8 1.1 0.0
0.5 0.1 0.4
-0.1 0.0 -0.2
-1.9 -0.8 -1.6
-0.1 0.1 0.0
0.0 0.0 0.0
0.0 0.0 0.0
0.0 0.0 0.0
0.0 0.0 0.0
0.0 0.0 0.0
-0.4 0.0 0.0
0.5 0.0 0.0
-0.2 0.1 0.0
0.2 0.2 -0.1
-0.6 -0.1 0.0
0.2 -0.2 0.0
-0.2 -0.1 0.0
0.7 -0.1 -0.1
0.6 1.3 0.2
0.0 0.0 0.0
0.0 0.0 0.0
0.0 0.0 0.0
0.0 0.0 0.0
0.0 0.0 0.0
-0.5 0.1 0.2
-0.7 -2.0 0.7
0.3 -0.2 -0.2
0.0 -0.1 0.0
0.0 -0.2 -0.2
0.0 0.1 0.0
0.0 0.0 0.0
0.0 0.0 0.0
0.0 0.0 0.0
0.0 0.0 0.0
-0.1 0.0 0.0
-0.5 0.2 0.2
0.4 0.0 -0.5
0.0 0.0 0.1
-0.1 -0.2 -0.1
0.1 0.2 -0.4
-0.2 0.0 0.0
-0.2 0.0 0.0
0.0 0.0 0.0
0.0 0.1 0.0
0.0 0.1 0.0
0.0 0.0 0.0
0.1 0.0 0.1
0.1 0.0 0.1
0.1 0.1 0.0

Atom charges from the Löwdin analysis, given in e for atoms 1 to 8: Ir 1.36; O 0.19; C -0.47; O -0.05; C -0.19; C 0.03; C 0.00; C 0.06

# C31H41CoNO2P2

A molecular structure, C31H41CoNO2P2 (ωB97M-V/def2-TZVPD, OMol25).

Computed properties:
Net charge: 0
2S+1: 2
LUMO (alpha / beta) (eV): 0.707 / 0.712
Maximum force (Eh/bohr): 0.0106
Frontier orbital gap (alpha / beta) (eV): 7.828 / 8.020
Calculated total energy (eV): -94604.846
Expectation value of S²: 0.776
HOMO (alpha / beta) (eV): -7.12 / -7.31

Positions of all 78 atoms, in Å:
1 Co 0.15124 0.19681 -0.03511
2 C -4.62549 -0.30881 0.50754
3 C -3.17371 -0.03228 0.88347
4 C -3.05860 1.10470 1.90092
5 P -2.00447 0.29252 -0.48344
6 C -2.37503 -0.79262 -1.92282
7 C -3.62251 -0.45281 -2.73934
8 C -1.15979 -0.80209 -2.85903
9 C -2.13516 1.99178 -1.04463
10 C -3.25016 2.60379 -1.62125
11 C -3.16245 3.86555 -2.17756
12 C -1.91620 4.49091 -2.19564
13 C -0.81147 3.91403 -1.60117
14 C -0.91348 2.67678 -0.94040
15 N 0.14021 2.05775 -0.24827
16 C 1.16926 2.83587 0.31157
17 C 1.01153 4.17184 0.71985
18 C 2.06786 4.87595 1.26506
19 C 3.31459 4.28018 1.44473
20 C 3.45384 2.94360 1.12227
21 C 2.39286 2.21738 0.58449
22 P 2.37823 0.41731 0.41702
23 C 3.96647 0.07903 -0.45346
24 C 3.90194 0.72012 -1.84300
25 C 4.41306 -1.37637 -0.56859
26 C 2.64750 -0.10888 2.17191
27 C 2.44363 -1.61626 2.36215
28 C 1.70572 0.65604 3.10358
29 H -5.19231 -0.54419 1.41154
30 H -4.72619 -1.15488 -0.17145
31 H -5.09581 0.56255 0.04712
32 H -2.75773 -0.93532 1.34695
33 H -3.48770 2.02635 1.50356
34 H -2.01964 1.31249 2.16554
35 H -3.59564 0.84092 2.81379
36 H -2.48307 -1.79260 -1.48589
37 H -3.48185 0.48508 -3.27731
38 H -4.53124 -0.37074 -2.14613
39 H -3.78108 -1.23726 -3.48299
40 H -0.98406 0.20046 -3.25966
41 H -1.35350 -1.46764 -3.70311
42 H -0.24509 -1.13680 -2.37250
43 H -4.19426 2.07395 -1.65086
44 H -4.02791 4.33708 -2.62197
45 H -1.80322 5.44953 -2.68766
46 H 0.14238 4.41835 -1.64910
47 H 0.04945 4.65245 0.62379
48 H 1.91282 5.90569 1.56339
49 H 4.14159 4.83731 1.86325
50 H 4.39820 2.44842 1.32147
51 H 4.69969 0.61042 0.16319
52 H 3.11841 0.24688 -2.43997
53 H 4.85076 0.57065 -2.36197
54 H 3.69965 1.79003 -1.80095
55 H 3.70348 -1.96912 -1.13932
56 H 4.54560 -1.85251 0.40231
57 H 5.38071 -1.39425 -1.07590
58 H 3.68286 0.15756 2.41526
59 H 1.38147 -1.86065 2.30843
60 H 2.80822 -1.91056 3.34866
61 H 2.95016 -2.22567 1.61549
62 H 0.66997 0.59462 2.75590
63 H 1.96658 1.71025 3.18792
64 H 1.73865 0.20839 4.09971
65 O 1.44434 -2.52793 -0.90188
66 C 0.49053 -2.61634 -0.14210
67 O -0.14640 -1.61926 0.38577
68 C -0.05514 -3.96790 0.24447
69 C 0.70716 -5.10182 -0.00895
70 C 0.22682 -6.35717 0.33181
71 C -1.02753 -6.48689 0.91408
72 C -1.79739 -5.35832 1.16193
73 C -1.30730 -4.10149 0.83480
74 H 1.67306 -4.97879 -0.48097
75 H 0.82796 -7.23646 0.13887
76 H -1.40394 -7.46764 1.17602
77 H -2.77580 -5.45854 1.61452
78 H -1.88614 -3.21054 1.04016

Cartesian forces, eV/Å:
0.1 0.0 -0.1
-0.1 0.0 0.1
0.0 -0.1 0.2
0.0 0.0 0.0
0.3 0.1 -0.3
-0.1 -0.1 -0.1
0.0 -0.1 0.0
0.0 0.1 0.0
-0.3 0.1 0.0
0.0 -0.1 0.0
0.1 0.0 0.0
-0.1 0.0 0.0
0.0 0.0 0.1
0.3 0.0 0.1
0.1 0.5 -0.2
-0.3 0.0 -0.1
0.0 0.0 0.0
0.0 0.0 0.0
-0.1 0.0 0.0
0.0 -0.1 0.0
0.3 0.0 0.0
-0.3 -0.1 0.4
0.0 0.0 -0.2
0.0 0.0 0.0
0.0 0.0 0.1
0.1 -0.1 -0.1
0.0 0.0 0.0
0.0 0.0 0.1
0.0 0.0 0.0
0.0 0.0 0.0
0.0 0.0 0.0
0.0 0.0 -0.1
0.0 0.0 0.0
0.0 0.0 0.0
0.0 0.0 0.0
0.0 0.0 0.0
0.0 0.0 0.0
0.0 0.0 0.0
0.0 0.0 0.0
0.0 0.0 0.0
0.0 0.0 0.0
0.0 -0.1 0.1
0.0 0.0 0.0
0.0 0.0 0.0
0.0 0.0 0.0
0.0 0.0 0.0
0.0 0.0 0.0
0.0 0.0 0.0
0.0 0.0 0.0
0.0 0.0 0.0
0.0 0.1 -0.1
0.0 0.0 0.0
0.0 0.0 0.0
0.0 0.0 0.0
-0.1 0.0 0.0
0.0 0.0 0.0
0.0 0.0 0.0
0.0 0.0 0.0
0.0 0.0 0.0
0.0 0.0 0.0
0.0 0.0 0.0
0.0 0.0 0.0
0.0 0.0 0.0
0.0 0.0 0.0
0.1 0.1 -0.1
-0.2 0.0 0.2
0.0 -0.4 -0.1
0.0 0.0 0.0
0.0 0.0 0.0
0.0 0.0 0.0
0.0 0.0 0.0
0.0 0.0 0.0
0.0 0.0 0.1
0.0 0.0 0.0
0.0 0.0 0.0
0.0 0.0 0.0
0.0 0.0 0.0
0.0 0.0 0.0

Atom charges from the Löwdin analysis, given in e for atoms 1 to 8: Co 0.30; C -0.11; C -0.52; C -0.11; P 1.07; C -0.50; C -0.11; C -0.10